Model i:
Computed, not measured: a structure of composition C5H3N3, with the ωB97M-V functional and the def2-TZVPD basis.

Geometry as XYZ:
```
11
C5H3N3 (the ωB97M-V functional and the def2-TZVPD basis)
N -1.837 0.858 -0.268
N -1.106 -1.480 0.060
N 1.364 -1.317 -0.123
C -0.285 0.661 -0.072
C -0.028 -0.777 -0.032
C -2.137 -0.372 -0.036
C 1.841 -0.152 -0.200
C 1.026 1.113 0.146
H 2.899 -0.208 -0.058
H 1.366 2.296 0.293
H -3.102 -0.622 0.292
```

Calculated values
total charge = 0
orbital gap = 8.55 eV
LUMO = -1.6 eV
HOMO energy = -10.14 eV

---

Model ii:
Computed, not measured: an isolated molecule of C5H3N3, with the ωB97M-V functional and the def2-TZVPD basis.

Geometry as XYZ:
```
11
C5H3N3 (the ωB97M-V functional and the def2-TZVPD basis)
N -1.732 1.313 2.062
N -0.622 0.873 0.023
N -0.580 -0.773 1.710
C 0.148 -1.120 0.718
C 0.796 -0.206 -1.670
C 0.133 -0.103 -0.443
C 1.664 -0.303 -2.514
C -1.058 0.555 1.319
H 0.766 -2.027 0.767
H 2.350 -0.339 -3.336
H -1.866 2.131 1.364
```

Calculated values
total charge = 0
SMILES = [H]/N=C1/N=CC(C#C)=N1
orbital gap = 8.98 eV
LUMO = -1.5 eV
HOMO energy = -10.51 eV

---

Model iii:
Computed, not measured: a structure of composition C5H3N3, with the ωB97M-V functional and the def2-TZVPD basis.

Geometry as XYZ:
```
11
C5H3N3 (the ωB97M-V functional and the def2-TZVPD basis)
N -0.030 -1.324 -0.524
N 2.046 -0.107 0.370
N 0.901 2.001 0.009
C 0.824 0.691 0.039
C -3.088 -0.079 0.363
C 1.402 -1.313 0.180
C -0.334 -0.091 -0.456
C -1.809 0.095 -0.154
H 0.007 2.531 -0.640
H -4.273 -0.003 1.048
H 1.869 -2.338 0.775
```

Calculated values
total charge = 0
orbital gap = 8.31 eV
LUMO = -1.5 eV
HOMO energy = -9.86 eV

---

Model iv:
Computed, not measured: an isolated molecule of C5H3N3, with the ωB97M-V functional and the def2-TZVPD basis.

Geometry as XYZ:
```
11
C5H3N3 (the ωB97M-V functional and the def2-TZVPD basis)
N 1.497 -1.096 0.052
N -1.117 -1.238 -0.167
N 1.128 1.316 -0.156
C -0.031 0.800 0.326
C 2.004 0.072 -0.063
C 0.123 -0.802 0.251
C -1.568 1.011 -0.030
C -1.982 -0.202 -0.056
H -1.784 1.999 0.100
H 3.038 0.242 -0.510
H -3.096 -0.397 -0.260
```

Calculated values
total charge = 0
SMILES = C1=CC2=NC=NC2=N1
orbital gap = 7.57 eV
LUMO = -1.9 eV
HOMO energy = -9.52 eV

---

Computed energies relative to the best structure, in eV: model i 1.343; model ii 0.000; model iii 5.609; model iv 1.410

---

Model i:
Computed, not measured: a cluster of 2 separate species, C4H3O2S in total, with the ωB97M-V functional and the def2-TZVPD basis.

Geometry as XYZ:
```
10
C4H3O2S (the ωB97M-V functional and the def2-TZVPD basis)
S 4.751 0.445 -0.220
O 0.815 -2.412 -0.022
O 2.140 0.080 0.193
C 3.339 -0.343 0.086
C 0.381 -1.280 0.011
C -1.260 0.717 -0.375
C -0.548 -0.358 -0.109
H -1.582 1.033 -1.398
H -1.919 1.115 0.384
H 3.394 -1.520 0.248
```

Calculated values
total charge = -1
orbital gap = 7.19 eV
LUMO = 3.3 eV
HOMO energy = -3.85 eV

---

Model ii:
Computed, not measured: the ion C4H3O2S with charge -1, with the ωB97M-V functional and the def2-TZVPD basis.

Geometry as XYZ:
```
10
C4H3O2S (the ωB97M-V functional and the def2-TZVPD basis)
S 1.774 -0.981 -0.208
O 0.859 2.091 0.500
O -2.183 -0.651 0.275
C -1.040 -0.395 -0.094
C 0.182 1.429 -0.195
C 0.088 -0.990 0.383
C -0.725 0.841 -0.945
H -1.329 1.231 -1.647
H 0.015 -1.835 0.918
H 2.358 -0.740 1.012
```

Calculated values
total charge = -1
SMILES = O=C=C/C([O-])=C\S
orbital gap = 6.35 eV
LUMO = 3.5 eV
HOMO energy = -2.82 eV

---

Computed energies relative to the best structure, in eV: model i 0.373; model ii 0.000

---

Model i:
Computed, not measured: an isolated molecule of H4I2Si2, with the ωB97M-V functional and the def2-TZVPD basis.

Geometry as XYZ:
```
8
H4I2Si2 (the ωB97M-V functional and the def2-TZVPD basis)
I -2.414 1.906 0.013
I -2.388 -2.009 -0.057
Si -0.860 0.003 0.504
Si 1.228 0.108 -0.432
H 1.088 0.126 -1.926
H -0.634 -0.029 1.973
H 2.001 1.157 0.031
H 1.979 -1.261 -0.106
```

Calculated values
total charge = 0
SMILES = [SiH3][SiH](I)I
orbital gap = 9.01 eV
LUMO = -0.5 eV
HOMO energy = -9.48 eV

---

Model ii:
Computed, not measured: an isolated molecule of H4I2Si2, with the ωB97M-V functional and the def2-TZVPD basis.

Geometry as XYZ:
```
8
H4I2Si2 (the ωB97M-V functional and the def2-TZVPD basis)
I -0.808 2.215 -1.555
I 0.941 -1.461 -2.524
Si 0.631 0.309 -0.779
Si -0.535 -0.544 1.112
H -1.371 0.687 1.417
H 0.703 -0.579 1.969
H -1.583 -1.601 0.996
H 2.021 0.973 -0.636
```

Calculated values
total charge = 0
SMILES = [SiH3][SiH](I)I
orbital gap = 9.35 eV
LUMO = -0.1 eV
HOMO energy = -9.44 eV

---

Model iii:
Computed, not measured: a structure of composition H4I2Si2, with the ωB97M-V functional and the def2-TZVPD basis.

Geometry as XYZ:
```
8
H4I2Si2 (the ωB97M-V functional and the def2-TZVPD basis)
I 1.528 3.758 0.513
I -1.975 3.216 -1.377
Si -0.472 2.240 0.348
Si 0.174 -0.530 -0.448
H -0.557 -1.112 -1.514
H 1.653 -0.509 -0.609
H -0.902 2.301 1.670
H -0.296 -1.169 0.957
```

Calculated values
total charge = 0
orbital gap = 8.14 eV
LUMO = -0.7 eV
HOMO energy = -8.85 eV

---

Computed energies relative to the best structure, in eV: model i 0.000; model ii 0.051; model iii 1.056

---

Model i:
Computed, not measured: an isolated molecule of C6H6O3, with the ωB97M-V functional and the def2-TZVPD basis.

Geometry as XYZ:
```
15
C6H6O3 (the ωB97M-V functional and the def2-TZVPD basis)
O 2.206 -0.914 -1.182
O -0.717 2.670 -0.213
O -1.460 -1.717 1.608
C 0.435 -1.335 0.211
C 1.038 -0.509 -0.670
C 0.681 0.762 -0.859
C -1.188 0.507 0.623
C -0.786 -0.843 0.765
C -0.424 1.309 -0.188
H -1.091 -2.592 1.400
H -2.028 0.978 1.250
H 0.799 -2.261 0.708
H 1.281 1.361 -1.499
H 2.503 -0.120 -1.652
H -0.235 2.971 -1.199
```

Calculated values
total charge = 0
SMILES = Oc1cc(O)cc(O)c1
orbital gap = 9.18 eV
LUMO = 0.5 eV
HOMO energy = -8.67 eV

---

Model ii:
Computed, not measured: an isolated molecule of C6H6O3, with the ωB97M-V functional and the def2-TZVPD basis.

Geometry as XYZ:
```
15
C6H6O3 (the ωB97M-V functional and the def2-TZVPD basis)
O -2.486 0.369 0.166
O 1.049 0.516 -1.123
O -0.633 -1.435 0.897
C 0.155 -0.557 -1.551
C -1.367 0.762 0.298
C 2.088 1.116 0.955
C 0.156 -1.318 -0.263
C -0.191 -0.087 0.629
C 1.123 0.548 0.277
H -0.821 -0.168 -1.872
H 1.175 -1.715 -0.131
H 2.978 1.530 0.477
H 0.641 -1.096 -2.368
H -1.160 1.874 0.267
H 1.965 1.191 2.037
```

Calculated values
total charge = 0
SMILES = C=C1OC[C@@H]2O[C@@]12C=O
orbital gap = 9.64 eV
LUMO = 0.1 eV
HOMO energy = -9.56 eV

---

Computed energies relative to the best structure, in eV: model i 0.000; model ii 4.400

---

Model i:
Computed, not measured: a cluster of 5 separate species, H11O5 in total, with the ωB97M-V functional and the def2-TZVPD basis.

Geometry as XYZ:
```
16
H11O5 (the ωB97M-V functional and the def2-TZVPD basis)
O 0.415 -0.613 1.358
O -0.576 -0.511 -1.461
O -0.314 -2.998 -0.171
O -0.246 3.079 0.749
O 1.071 1.212 -0.356
H 0.078 -0.743 2.250
H -0.980 -0.207 -2.282
H -0.073 -1.225 0.788
H 1.385 0.582 0.354
H 0.612 1.990 0.152
H -0.449 -1.471 -1.525
H -1.087 -3.565 -0.267
H 0.466 -3.556 -0.244
H 0.401 0.713 -0.907
H 0.073 3.696 1.421
H -0.775 3.615 0.143
```

Calculated values
total charge = +1
orbital gap = 12.50 eV
LUMO = -3.0 eV
HOMO energy = -15.54 eV

---

Model ii:
Computed, not measured: a cluster of 5 separate species, H11O5 in total, with the ωB97M-V functional and the def2-TZVPD basis.

Geometry as XYZ:
```
16
H11O5 (the ωB97M-V functional and the def2-TZVPD basis)
O 13.189 14.108 -9.952
O 15.533 14.418 -14.173
O 17.066 15.745 -7.726
O 17.042 9.752 -10.051
O 17.194 13.502 -10.782
H 16.137 15.933 -7.594
H 17.202 9.233 -9.263
H 17.131 14.088 -10.025
H 15.020 15.184 -14.431
H 16.754 9.114 -10.704
H 12.560 14.052 -10.671
H 16.666 13.764 -11.540
H 16.971 12.600 -10.537
H 15.703 13.955 -14.993
H 17.521 16.451 -7.268
H 12.927 14.889 -9.464
```

Calculated values
total charge = +1
orbital gap = 10.90 eV
LUMO = -3.9 eV
HOMO energy = -14.84 eV

---

Computed energies relative to the best structure, in eV: model i 0.000; model ii 1.882

---

Model i:
Computed, not measured: a cluster of 5 separate species, H11O5 in total, with the ωB97M-V functional and the def2-TZVPD basis.

Geometry as XYZ:
```
16
H11O5 (the ωB97M-V functional and the def2-TZVPD basis)
O 3.756 22.505 0.561
O -0.138 20.714 0.811
O 3.509 20.888 3.238
O 2.388 20.286 0.491
O 2.191 18.928 -1.771
H 3.957 21.258 4.007
H 1.823 18.149 -2.203
H 2.045 19.655 -2.391
H -0.782 20.162 0.350
H 1.399 20.470 0.672
H 2.968 21.099 0.544
H 4.265 23.227 0.178
H -0.632 21.176 1.499
H 2.524 19.786 -0.369
H 3.688 22.708 1.505
H 2.814 20.330 3.602
```

Calculated values
total charge = +1
orbital gap = 12.08 eV
LUMO = -3.1 eV
HOMO energy = -15.19 eV

---

Model ii:
Computed, not measured: a cluster of 5 separate species, H11O5 in total, with the ωB97M-V functional and the def2-TZVPD basis.

Geometry as XYZ:
```
16
H11O5 (the ωB97M-V functional and the def2-TZVPD basis)
O -0.730 0.527 0.683
O 0.008 -0.756 -1.737
O 0.241 2.413 -1.164
O -1.550 -2.428 0.589
O 1.821 0.618 1.539
H 1.076 2.048 -1.160
H 2.421 0.794 2.173
H -0.846 -1.386 -1.992
H -1.705 -2.438 1.497
H -2.506 -2.412 0.305
H 0.588 -1.418 -2.141
H 0.104 0.547 1.136
H -0.644 -0.334 0.248
H 0.210 3.186 -1.414
H 2.089 -0.235 1.380
H -0.576 1.271 0.059
```

Calculated values
total charge = +1
orbital gap = 12.49 eV
LUMO = -3.3 eV
HOMO energy = -15.77 eV

---

Computed energies relative to the best structure, in eV: model i 0.000; model ii 2.385

---

Model i:
Computed, not measured: a cluster of 2 separate species, C3H3BrO2 in total, with the ωB97M-V functional and the def2-TZVPD basis.

Geometry as XYZ:
```
9
C3H3BrO2 (the ωB97M-V functional and the def2-TZVPD basis)
Br 1.024 -2.605 -0.986
O -1.350 -2.513 -2.237
O -0.713 1.118 1.140
C -0.491 -1.859 -1.819
C 0.451 1.710 1.551
C 0.019 1.366 0.161
H 0.216 2.680 1.978
H -0.190 -0.783 -1.765
H 1.033 0.886 1.977
```

Calculated values
total charge = 0
orbital gap = 10.63 eV
LUMO = 0.4 eV
HOMO energy = -10.24 eV

---

Model ii:
Computed, not measured: an isolated molecule of C3H3BrO2, with the ωB97M-V functional and the def2-TZVPD basis.

Geometry as XYZ:
```
9
C3H3BrO2 (the ωB97M-V functional and the def2-TZVPD basis)
Br 2.483 -1.613 -0.063
O 0.377 -0.909 1.497
O 1.444 0.561 -1.465
C -1.124 0.418 0.115
C 1.166 -0.206 -0.587
C 0.148 -0.249 0.554
H -1.982 0.251 0.739
H -1.380 0.257 -0.963
H -1.131 1.490 0.173
```

Calculated values
total charge = 0
SMILES = CC(=O)C(=O)Br
orbital gap = 8.92 eV
LUMO = -1.1 eV
HOMO energy = -9.99 eV

---

Computed energies relative to the best structure, in eV: model i 3.657; model ii 0.000